Density functional theory data (ωB97M-V with the def2-TZVPD basis set) for a molecular structure, C29H26FeN2OP2S.

Summary:
- spin multiplicity = 6
- charge = +1
- gap between HOMO and LUMO (alpha / beta) (eV) = 7.5 / 6.5
- relative energy (zero: lowest compared OMol25 entry of this formula, charge and spin) (kcal/mol) = 43.7

Positions of all 62 atoms, in Å:
Fe 7.832 12.851 10.568
C 6.282 14.157 11.944
C 6.913 13.242 12.762
C 8.266 13.544 12.669
C 8.494 14.598 11.761
C 7.250 15.090 11.323
H 5.212 14.418 11.771
H 6.478 12.512 13.451
H 9.057 12.918 13.090
H 9.511 14.895 11.656
H 6.953 15.682 10.441
N 11.098 13.047 8.768
P 11.532 14.684 9.220
C 12.995 14.367 10.314
C 14.235 13.844 9.905
C 15.194 13.643 10.838
C 14.942 13.752 12.201
C 13.690 14.135 12.617
C 12.697 14.496 11.731
C 12.178 15.190 7.602
C 13.331 15.955 7.440
C 13.628 16.499 6.160
C 12.818 16.187 5.074
C 11.759 15.294 5.180
C 11.437 14.797 6.417
P 9.845 12.138 9.424
C 10.491 10.774 10.442
C 9.648 9.769 10.981
C 10.217 8.646 11.630
C 11.528 8.670 11.911
C 12.356 9.729 11.539
C 11.895 10.712 10.668
C 9.263 11.300 7.951
C 8.587 12.041 6.985
C 8.214 11.508 5.719
C 8.364 10.157 5.516
C 9.124 9.389 6.401
C 9.547 9.919 7.662
H 11.560 12.469 8.051
H 14.433 13.757 8.865
H 16.274 13.560 10.561
H 15.717 13.601 12.883
H 13.359 14.297 13.624
H 11.744 14.958 11.948
H 13.896 16.280 8.373
H 14.523 17.109 6.011
H 13.002 16.709 4.208
H 11.156 15.027 4.338
H 10.677 14.008 6.504
H 8.562 9.667 10.744
H 9.570 7.800 11.857
H 12.076 7.966 12.504
H 13.457 9.637 11.678
H 12.549 11.507 10.311
H 8.468 13.098 7.154
H 7.812 12.190 4.989
H 8.242 9.799 4.493
H 9.368 8.317 6.188
H 9.984 9.417 8.516
O 6.387 13.063 9.084
S 6.051 11.583 9.227
N 6.818 11.070 10.411

Density functional theory data (ωB97M-V with the def2-TZVPD basis set) for 8 unconnected molecules or ions with the total composition C28H68O20P4.

Summary:
- SMILES string = COP(=O)(OC)OC.COP(=O)(OC)OC.COP(=O)(OC)OC.COP(=O)(OC)OC.C1CCOC1.C1CCOC1.C1CCOC1.C1CCOC1
- gap between HOMO and LUMO (eV) = 9.3

Positions of all 120 atoms, in Å:
C 1.788 3.070 1.047
O 1.353 4.360 1.482
P 0.528 5.296 0.466
O -0.667 4.707 -0.160
O 1.614 5.740 -0.590
C 1.163 6.464 -1.743
O 0.209 6.516 1.375
C 1.268 7.145 2.050
H 2.863 3.070 0.847
H 1.223 2.686 0.194
H 1.714 2.375 1.884
H 1.344 7.530 -1.657
H 0.075 6.381 -1.915
H 1.549 6.026 -2.649
H 1.562 8.085 1.583
H 2.147 6.506 2.176
H 0.962 7.364 3.077
C 5.222 0.068 -1.018
O 4.554 -0.884 -0.243
P 5.253 -2.043 0.515
O 6.278 -2.779 -0.235
O 5.842 -1.412 1.804
C 5.028 -0.776 2.740
O 4.038 -2.888 1.028
C 3.531 -3.938 0.232
H 4.721 0.175 -1.977
H 6.269 -0.183 -1.172
H 5.162 1.066 -0.565
H 4.438 0.026 2.290
H 5.647 -0.300 3.502
H 4.347 -1.488 3.201
H 4.064 -4.825 0.541
H 3.638 -3.783 -0.847
H 2.486 -4.051 0.522
C -1.315 -1.907 3.859
O -1.940 -2.185 2.617
P -2.694 -3.529 2.373
O -3.797 -3.841 3.270
O -3.081 -3.380 0.851
C -4.044 -4.274 0.353
O -1.605 -4.703 2.409
C -0.543 -4.640 1.479
H -0.264 -1.691 3.662
H -1.358 -2.731 4.573
H -1.796 -1.040 4.298
H -4.196 -5.152 0.980
H -3.722 -4.587 -0.644
H -4.989 -3.775 0.154
H 0.121 -3.785 1.617
H -0.938 -4.625 0.457
H 0.099 -5.490 1.661
C -1.490 -3.454 -2.840
O -0.121 -3.083 -2.879
P 1.015 -4.038 -3.456
O 0.671 -4.660 -4.752
O 2.286 -3.105 -3.342
C 2.570 -2.273 -4.454
O 1.262 -5.056 -2.315
C 0.588 -6.298 -2.319
H -1.766 -3.725 -1.818
H -1.700 -4.255 -3.545
H -2.126 -2.602 -3.087
H 2.784 -1.287 -4.031
H 1.779 -2.089 -5.168
H 3.439 -2.683 -4.956
H 0.017 -6.414 -1.395
H 1.248 -7.158 -2.293
H -0.083 -6.362 -3.167
C -4.266 -0.397 -0.424
C -4.641 0.932 -1.145
C -4.004 1.976 -0.146
O -3.814 1.290 1.082
C -4.340 -0.004 1.053
H -3.253 -0.671 -0.720
H -4.936 -1.235 -0.654
H -5.734 1.068 -1.097
H -4.301 1.037 -2.176
H -4.708 2.804 -0.096
H -3.036 2.233 -0.549
H -5.392 -0.079 1.323
H -3.721 -0.681 1.626
C -1.974 2.860 2.778
C -1.233 3.939 3.567
C -1.966 3.744 4.932
O -2.427 2.400 5.039
C -2.122 1.781 3.801
H -1.439 2.545 1.883
H -2.933 3.289 2.485
H -1.322 4.960 3.206
H -0.175 3.700 3.670
H -2.884 4.350 4.939
H -1.309 3.967 5.779
H -2.877 1.039 3.538
H -1.199 1.215 3.891
C 1.000 -1.040 -0.501
C -0.503 -0.951 -0.461
C -0.665 0.137 0.649
O 0.542 0.099 1.478
C 1.443 -0.866 0.942
H 1.389 -0.196 -1.082
H 1.368 -1.985 -0.898
H -0.913 -1.888 -0.071
H -0.959 -0.655 -1.402
H -1.528 -0.149 1.245
H -0.779 1.119 0.205
H 1.324 -1.782 1.543
H 2.471 -0.540 1.058
C 0.995 1.537 -3.929
C 0.573 2.698 -3.022
C -0.992 2.546 -2.907
O -1.242 1.227 -3.330
C -0.328 0.903 -4.340
H 1.597 0.833 -3.345
H 1.600 1.942 -4.744
H 0.792 3.701 -3.370
H 0.958 2.647 -2.007
H -1.501 3.215 -3.618
H -1.359 2.752 -1.892
H -0.620 1.377 -5.279
H -0.180 -0.170 -4.447

Density functional theory data (ωB97M-V with the def2-TZVPD basis set) for 6 unconnected molecules or ions with the total composition H12O6.

Summary:
- SMILES string = O.O.O.O.O.O
- gap between HOMO and LUMO (eV) = 10.8
- relative energy (zero: lowest compared OMol25 entry of this formula, charge and spin) (kcal/mol) = 36.4

Positions of all 18 atoms, in Å:
O -6.303 12.048 -15.169
H -7.046 11.703 -14.685
H -6.219 11.726 -16.043
O -3.714 11.015 -16.142
H -3.346 10.294 -15.680
H -4.519 10.664 -16.602
O -2.819 8.987 -18.041
H -1.906 8.925 -18.273
H -2.839 9.581 -17.306
O -5.452 6.384 -17.485
H -5.009 6.091 -16.674
H -4.795 6.409 -18.146
O -7.301 8.858 -15.975
H -6.830 9.069 -15.231
H -7.188 7.918 -16.059
O -5.499 9.927 -17.534
H -6.087 9.280 -17.127
H -4.874 9.447 -18.111

Density functional theory data (ωB97M-V with the def2-TZVPD basis set) for 5 unconnected molecules or ions with the total composition C23H46Cl8INO4P.

Summary:
- charge = -1
- gap between HOMO and LUMO (eV) = 7.1

Positions of all 84 atoms, in Å:
C -3.387 -6.456 -0.870
O -2.864 -5.772 0.241
C -2.239 -4.542 -0.110
C -2.116 -3.658 1.101
C -0.983 -4.090 2.031
C -0.880 -3.177 3.272
C 0.568 -2.727 3.575
C 0.664 -1.283 4.084
C 0.312 -0.364 2.908
C 0.701 1.121 3.124
C -0.491 2.096 3.010
C -0.246 3.248 2.014
C -0.743 2.845 0.598
C 0.379 2.218 -0.236
C -0.081 1.955 -1.674
C 0.919 1.106 -2.525
C 2.147 0.557 -1.787
C 2.687 -0.665 -2.580
I 3.273 -2.238 -1.202
N -1.476 1.464 -1.693
P -1.793 -0.158 -1.162
C -1.979 -1.100 -2.752
O -0.413 -0.856 -0.559
C -0.148 3.344 -2.399
O 0.315 4.374 -1.846
O -0.705 3.298 -3.538
H -4.476 -6.368 -0.909
H -2.969 -6.103 -1.813
H -3.163 -7.520 -0.794
H -2.847 -4.041 -0.871
H -1.267 -4.746 -0.575
H -3.061 -3.722 1.642
H -1.984 -2.623 0.786
H -1.210 -5.112 2.331
H -0.050 -4.103 1.468
H -1.247 -3.761 4.114
H -1.530 -2.321 3.109
H 0.972 -3.436 4.301
H 1.147 -2.852 2.660
H 1.693 -1.138 4.404
H -0.019 -1.139 4.909
H -0.764 -0.414 2.761
H 0.860 -0.745 2.044
H 1.425 1.383 2.356
H 1.187 1.229 4.092
H -0.657 2.559 3.986
H -1.412 1.587 2.741
H -0.862 4.085 2.341
H 0.807 3.516 1.976
H -1.513 2.096 0.772
H -1.191 3.684 0.081
H 0.655 1.301 0.294
H 1.246 2.868 -0.210
H 0.367 0.294 -2.998
H 1.290 1.727 -3.337
H 1.936 0.201 -0.790
H 2.946 1.293 -1.819
H 3.525 -0.417 -3.219
H 1.905 -1.129 -3.165
H -1.746 1.496 -2.678
H -2.972 -1.533 -2.790
H -1.781 -0.480 -3.625
H -1.271 -1.932 -2.774
H -0.412 -0.755 0.398
C 0.452 4.900 -5.965
Cl 0.597 3.853 -7.395
Cl 1.602 6.249 -6.041
H -0.553 5.299 -5.922
H 0.642 4.311 -5.073
C 5.407 -0.832 2.275
Cl 3.957 -1.457 3.064
Cl 6.651 -2.077 2.099
H 5.133 -0.474 1.288
H 5.808 -0.024 2.875
C -1.571 6.368 -8.602
Cl -1.953 8.089 -8.772
Cl -3.034 5.376 -8.572
H -0.958 6.062 -9.440
H -1.034 6.224 -7.677
C 0.736 -1.068 8.066
Cl 0.716 -2.496 7.019
Cl 1.281 0.387 7.225
H -0.268 -0.898 8.435
H 1.412 -1.259 8.891

Density functional theory data (ωB97M-V with the def2-TZVPD basis set) for a molecular structure, C25H45Cl2FeO4P.

Summary:
- spin multiplicity = 6
- charge = -1
- gap between HOMO and LUMO (alpha / beta) (eV) = 6.3 / 7.9
- relative energy (zero: lowest compared OMol25 entry of this formula, charge and spin) (kcal/mol) = 7.5

Positions of all 78 atoms, in Å:
Fe 0.060 -0.034 1.782
P 0.087 0.568 -0.478
Cl 1.253 1.418 2.815
C -1.933 0.275 1.563
H -2.908 -0.162 1.258
H -2.207 1.325 1.880
C 1.940 0.782 -0.689
C -0.753 2.221 -0.586
C 2.421 0.890 -2.139
H 2.106 1.741 -0.168
C 3.911 1.262 -2.179
H 2.282 -0.077 -2.646
H 1.841 1.636 -2.704
C 4.798 0.329 -1.347
H 4.245 1.256 -3.223
H 4.023 2.291 -1.810
C 4.237 0.044 0.053
H 4.929 -0.620 -1.882
H 5.796 0.771 -1.250
C 2.740 -0.303 0.046
H 4.799 -0.773 0.522
H 4.381 0.930 0.687
H 2.591 -1.274 -0.452
H 2.410 -0.403 1.095
C -0.600 -0.534 -1.790
C -2.246 2.080 -0.898
H -0.656 2.605 0.447
C -2.952 3.434 -0.779
H -2.385 1.685 -1.914
H -2.705 1.358 -0.214
C -2.298 4.519 -1.647
H -4.005 3.318 -1.058
H -2.930 3.749 0.275
C -0.769 4.582 -1.509
H -2.557 4.339 -2.701
H -2.717 5.496 -1.383
C -0.074 3.214 -1.537
H -0.349 5.205 -2.306
H -0.517 5.073 -0.558
H -0.098 2.812 -2.562
H 0.985 3.339 -1.272
C 0.120 -1.884 -1.843
H -1.639 -0.701 -1.447
C -0.597 -2.857 -2.790
H 1.158 -1.738 -2.182
H 0.185 -2.336 -0.846
C -0.834 -2.263 -4.188
H -0.008 -3.779 -2.876
H -1.571 -3.126 -2.348
C -1.393 -0.832 -4.169
H 0.115 -2.273 -4.748
H -1.520 -2.908 -4.743
C -0.648 0.088 -3.194
H -1.348 -0.399 -5.176
H -2.453 -0.867 -3.871
H 0.379 0.254 -3.556
H -1.135 1.069 -3.187
C 0.000 -2.149 1.826
C -1.444 -1.896 1.596
H 0.644 -2.416 0.979
C -2.438 -2.378 2.631
H -1.787 -2.001 0.551
C -1.865 -2.650 4.019
H -3.258 -1.649 2.682
H -2.907 -3.317 2.274
C -0.541 -3.403 3.994
H -1.724 -1.706 4.562
H -2.582 -3.231 4.604
C 0.507 -2.634 3.170
H -0.177 -3.549 5.017
H -0.680 -4.400 3.558
H 0.887 -1.787 3.781
H 1.386 -3.283 3.014
O 0.111 -1.732 7.843
Cl 0.204 -0.669 6.846
O -1.093 -0.542 6.146
O 0.536 0.598 7.476
O 1.235 -1.022 5.856

Density functional theory data (ωB97M-V with the def2-TZVPD basis set) for a molecular structure, C5H11N3O.

Summary:
- gap between HOMO and LUMO (eV) = 9.7
- relative energy (zero: lowest compared OMol25 entry of this formula, charge and spin) (kcal/mol) = 229.3

Positions of all 20 atoms, in Å:
C -2.017 -0.180 0.401
C -0.905 0.666 -0.047
C 0.857 -1.244 0.434
C 2.275 -0.745 -0.092
C 1.793 0.644 -0.308
H -3.504 -1.417 -0.671
H -1.456 -1.067 -1.721
H -2.824 0.547 0.527
H -1.834 -0.825 1.188
H -0.219 3.531 0.200
H 0.425 -2.118 0.041
H 0.709 -1.027 1.721
H 3.134 -1.033 0.673
H 2.567 -1.290 -1.034
H 2.183 1.523 -0.848
H 1.613 0.881 0.769
N -2.053 -1.411 -0.537
N -1.087 1.822 0.022
N 0.314 0.047 -0.575
O 0.029 2.696 -0.145

Density functional theory data (ωB97M-V with the def2-TZVPD basis set) for 8 unconnected molecules or ions with the total composition C24H43BBr14O.

Summary:
- SMILES string = BC[C@@H](C)OCc1ccccc1.BrCCBr.BrCCBr.BrCCBr.BrCCBr.BrCCBr.BrCCBr.BrCCBr
- gap between HOMO and LUMO (eV) = 9.0
- relative energy (zero: lowest compared OMol25 entry of this formula, charge and spin) (kcal/mol) = 6.9

Positions of all 83 atoms, in Å:
B 0.941 2.641 1.177
C 1.463 1.123 1.258
C 0.600 0.291 0.241
C 0.482 -1.149 0.804
O -0.631 1.002 0.148
C -1.576 0.393 -0.721
C -2.825 0.041 0.111
C -3.256 1.028 0.997
C -4.342 0.847 1.846
C -5.009 -0.398 1.755
C -4.577 -1.361 0.874
C -3.480 -1.170 0.033
H 0.163 3.039 1.985
H 1.293 3.345 0.286
H 1.162 0.773 2.259
H 2.541 1.031 1.078
H 1.185 0.304 -0.700
H -0.471 -1.655 0.591
H 1.268 -1.766 0.304
H 0.668 -1.232 1.881
H -1.915 1.078 -1.519
H -1.182 -0.498 -1.234
H -2.711 1.972 1.059
H -4.581 1.663 2.514
H -5.846 -0.581 2.416
H -5.094 -2.323 0.840
H -3.141 -1.947 -0.654
Br -6.155 -4.667 -0.100
C -8.086 -4.655 0.137
C -8.511 -3.608 1.134
Br -8.133 -4.163 2.961
H -8.375 -5.661 0.425
H -8.494 -4.431 -0.847
H -9.589 -3.462 1.097
H -8.013 -2.654 0.985
Br -5.694 0.756 4.393
C -6.569 0.842 6.132
C -8.004 0.395 6.051
Br -9.134 1.759 5.242
H -6.461 1.862 6.490
H -5.997 0.173 6.773
H -8.414 0.240 7.048
H -8.134 -0.511 5.465
Br 3.455 2.947 -1.691
C 2.532 4.148 -2.911
C 1.150 3.642 -3.226
Br 1.205 2.148 -4.473
H 3.162 4.251 -3.791
H 2.482 5.103 -2.392
H 0.566 4.413 -3.725
H 0.614 3.298 -2.345
Br 6.360 1.334 -4.414
C 7.723 2.655 -3.986
C 7.104 3.972 -3.598
Br 6.431 4.933 -5.151
H 8.376 2.726 -4.851
H 8.279 2.235 -3.150
H 7.850 4.630 -3.156
H 6.269 3.861 -2.911
Br 3.957 -1.632 0.946
C 5.318 -1.095 -0.340
C 4.744 -0.997 -1.728
Br 4.468 -2.760 -2.505
H 6.127 -1.816 -0.266
H 5.671 -0.124 0.004
H 5.437 -0.499 -2.401
H 3.786 -0.486 -1.762
Br 0.929 -2.958 -5.622
C 2.514 -3.637 -6.524
C 3.716 -2.773 -6.251
Br 3.655 -1.116 -7.272
H 2.272 -3.706 -7.580
H 2.665 -4.638 -6.122
H 4.628 -3.272 -6.573
H 3.809 -2.494 -5.206
Br 1.356 -1.383 4.984
C 3.209 -0.799 4.873
C 3.431 0.437 5.703
Br 2.685 2.005 4.824
H 3.432 -0.652 3.820
H 3.801 -1.630 5.253
H 4.494 0.642 5.812
H 2.975 0.380 6.687

Density functional theory data (ωB97M-V with the def2-TZVPD basis set) for 2 unconnected molecules or ions with the total composition C8H11ClNS.

Summary:
- charge = +1
- gap between HOMO and LUMO (eV) = 7.6
- relative energy (zero: lowest compared OMol25 entry of this formula, charge and spin) (kcal/mol) = 54.0

Positions of all 22 atoms, in Å:
C -3.076 1.101 0.669
C -3.057 0.220 -0.455
C -1.713 1.478 1.156
C -1.892 -0.306 -0.979
C -0.563 1.157 0.444
C -0.597 0.137 -0.570
C 1.925 -0.023 -0.498
C 0.636 -0.488 -1.052
N 3.057 -0.651 -1.024
S 0.846 -1.799 -2.067
Cl 2.456 -1.881 3.211
H -3.931 1.664 0.988
H -4.025 -0.198 -0.861
H -1.724 2.241 2.002
H -1.845 -1.077 -1.686
H 0.338 1.600 0.894
H 1.990 -0.193 0.699
H 2.013 1.133 -0.664
H 3.368 -1.384 -0.372
H 3.792 0.002 -1.257
H 2.475 -0.702 3.828
H -0.473 -2.028 -2.405

Density functional theory data (ωB97M-V with the def2-TZVPD basis set) for a molecular structure, C2HO4Tl.

Summary:
- gap between HOMO and LUMO (eV) = 9.3
- relative energy (zero: lowest compared OMol25 entry of this formula, charge and spin) (kcal/mol) = 0.0

Positions of all 8 atoms, in Å:
O -1.009 0.653 -0.499
C -1.207 -0.511 -0.918
O -0.240 -1.308 -1.096
C 1.189 0.453 1.610
O 0.537 0.229 2.542
O 1.786 0.991 0.758
Tl 1.180 0.430 -1.500
H -2.236 -0.937 -0.896

M across the listed records, respectively: 568.4; 848.7; 108.1; 842.1; 567.4; 129.2; 1477.1; 188.7; 293.4 g mol⁻¹.